10 unconnected molecules or ions with the total composition C25H45Br18O6 in a non-equilibrium geometry, computed with ωB97M-V with the def2-TZVPD basis set.

Structure (ORCA input):
```
! wB97M-V def2-TZVPD RIJCOSX def2/J DEFGRID3
* xyz -1 1
C 1.60995 6.10295 -0.44135
C 0.12691 5.85920 -0.76581
O -0.08935 4.60222 -1.38973
C -0.80508 3.69300 -0.58463
C 0.06128 3.19205 0.54675
O -0.61722 2.83464 1.79378
C 0.48856 2.53530 2.54606
O 0.70297 2.88995 3.65807
O 1.30352 1.79340 1.77694
C 0.86296 1.90378 0.39529
C 1.91022 2.08724 -0.71258
O 3.06178 2.44238 -0.39614
O 1.47433 1.83038 -1.86124
H 2.21349 5.23415 -0.70460
H 1.96838 6.99016 -0.95832
H 1.73585 6.23048 0.63565
H -0.50672 5.97457 0.11854
H -0.20988 6.63737 -1.45791
H -1.75075 4.11347 -0.22556
H -1.03050 2.84215 -1.22872
H 0.80317 3.92392 0.88686
H 0.17656 1.08042 0.19623
Br -1.94637 -0.14598 3.91720
C -1.10516 0.76421 5.41630
C -1.58290 0.22445 6.73635
Br -3.36891 0.86141 7.17948
H -1.30450 1.82282 5.29051
H -0.03935 0.58564 5.29640
H -0.94753 0.57992 7.54503
H -1.62483 -0.85945 6.75985
Br 4.15386 1.88039 -6.57954
C 3.45267 0.10333 -6.18451
C 2.36233 0.15479 -5.14554
Br 3.06224 0.42287 -3.35380
H 4.29565 -0.50575 -5.88052
H 3.06717 -0.26543 -7.13493
H 1.83596 -0.79759 -5.10952
H 1.65029 0.95639 -5.32175
Br -4.47730 -1.56470 10.58224
C -3.98069 -0.39183 12.05143
C -3.41806 0.91146 11.55237
Br -1.59828 0.70838 10.90634
H -3.28268 -0.94402 12.67172
H -4.90055 -0.22062 12.60645
H -3.35640 1.63351 12.36367
H -3.99372 1.33371 10.73453
Br 3.64693 -3.49535 -5.61668
C 4.78581 -4.11508 -7.06794
C 6.22369 -3.73352 -6.84492
Br 6.52773 -1.84972 -7.22227
H 4.37645 -3.70658 -7.98617
H 4.67694 -5.19789 -7.07390
H 6.87250 -4.27235 -7.53207
H 6.55596 -3.90988 -5.82783
Br -6.86687 -4.60215 12.00362
C -7.19793 -4.26217 10.11875
C -8.32012 -3.28138 9.91683
Br -10.05915 -4.10439 10.21387
H -7.38848 -5.22422 9.65477
H -6.26608 -3.85248 9.73533
H -8.33851 -2.93455 8.88608
H -8.25767 -2.42822 10.58382
Br 5.24302 -6.56933 -3.54802
C 5.86150 -5.34931 -2.15840
C 6.37815 -4.05692 -2.72979
Br 8.14990 -4.28106 -3.51135
H 6.60878 -5.88553 -1.58328
H 4.98935 -5.16227 -1.53622
H 6.50313 -3.31568 -1.94426
H 5.73694 -3.65244 -3.50692
Br 3.83619 6.14612 -11.30772
C 3.19527 4.92294 -9.93408
C 3.29873 5.52336 -8.55950
Br 5.12734 5.51262 -7.90612
H 3.76847 4.00707 -10.03882
H 2.15543 4.72981 -10.18792
H 2.73724 4.92454 -7.84488
H 2.95570 6.55189 -8.51924
Br -11.16590 -8.56238 10.02474
C -13.08136 -8.25455 9.89503
C -13.39917 -6.79338 9.72553
Br -13.21044 -5.81851 11.39728
H -13.53002 -8.68031 10.78632
H -13.40450 -8.81636 9.02141
H -14.43846 -6.66202 9.43243
H -12.75491 -6.30343 9.00245
Br 7.56307 2.41742 -11.83321
C 7.01107 2.68343 -13.67799
C 5.84164 3.62552 -13.77634
Br 4.18168 2.76553 -13.25051
H 6.79484 1.70218 -14.08729
H 7.87911 3.10408 -14.18110
H 5.68923 3.93734 -14.80745
H 5.95105 4.50281 -13.14566
*
```

Properties
Maximum force: 2.024 eV/A
Highest occupied orbital energy: -4.87 eV
E_LUMO: 1.40 eV
Kohn-Sham gap: 6.273 eV